[1]
11
Properties=species:S:1:pos:R:3:forces:R:3:nbo_charge:R:1 method="wB97M-V/def2-TZVPD" smiles="O=C=NC=O.C" homo_lumo_gap_ev=11.60
C 0.02190 -0.12186 -2.16459 0.00 0.00 -0.02 -0.85
N -0.05970 0.39068 1.22720 0.34 0.28 -0.02 -0.61
C 0.94635 1.04151 1.43379 0.31 0.20 0.08 0.91
O 1.89714 1.70656 1.52597 -0.62 -0.42 -0.08 -0.46
C -0.74626 -0.57674 1.97077 -0.38 -0.33 -0.05 0.53
O -1.65223 -1.21073 1.51295 0.41 0.28 0.23 -0.49
H 0.94804 0.33930 -1.81279 -0.11 -0.06 -0.04 0.20
H 0.23443 -0.72551 -3.05013 -0.04 0.07 0.13 0.21
H -0.69396 0.66169 -2.42385 0.09 -0.11 0.05 0.21
H -0.39860 -0.74845 -1.37477 0.06 0.09 -0.15 0.22
H -0.38606 -0.69400 3.00714 -0.05 0.00 -0.13 0.13



[2]
11
Properties=species:S:1:pos:R:3:forces:R:3:nbo_charge:R:1 method="wB97M-V/def2-TZVPD" smiles="C=C(C)[N+](=O)[O-]" homo_lumo_gap_ev=9.99
C -0.27050 -1.35363 -0.38620 -2.35 1.14 0.32 -0.33
C 0.06669 -0.13996 0.06942 -2.54 -0.50 0.80 0.09
C -0.90965 0.98614 0.42716 -0.48 -2.21 -0.98 -0.65
N 1.46914 0.15356 0.03514 0.79 -1.17 -2.27 0.49
O 2.12880 -0.79169 0.38068 1.53 -0.39 1.25 -0.36
O 1.90666 1.06895 -0.63879 -0.45 1.00 0.74 -0.38
H 0.39544 -2.02012 -0.88604 0.41 -0.41 0.20 0.23
H -1.38940 -1.59232 -0.36765 1.82 0.25 -0.20 0.21
H -1.23650 1.15272 1.44938 0.49 -0.41 0.28 0.23
H -1.82795 0.73742 -0.17481 0.92 0.91 0.48 0.23
H -0.33274 1.79894 0.09170 -0.14 1.77 -0.62 0.24



[3]
12
Properties=species:S:1:pos:R:3:forces:R:3:nbo_charge:R:1 method="wB97M-V/def2-TZVPD" total_charge=-2 smiles="N[C@H](C[S-])C(=O)[O-]" homo_lumo_gap_ev=5.52
O 1.25387 -2.21477 -0.10259 -3.24 1.29 0.95 -0.82
C 0.07490 -1.68945 0.12659 -1.08 -1.27 -1.96 0.77
O -1.11554 -2.25533 -0.01297 3.46 0.95 0.44 -0.84
C -0.00671 -0.11685 0.41326 0.17 -2.40 1.25 -0.17
C 0.11426 0.73564 -0.79175 1.33 0.70 0.10 -0.54
S 0.52801 2.41793 -0.34548 -0.06 1.67 0.17 -0.80
N -1.22451 0.19096 1.12993 0.76 -1.23 1.51 -0.87
H 0.82714 -0.00503 1.12421 0.03 0.62 -0.59 0.19
H -0.61417 0.72111 -1.56028 -1.87 -0.31 -0.05 0.18
H 0.91795 0.42088 -1.36392 2.10 -1.00 -0.90 0.19
H -1.26442 1.16080 1.30338 -0.14 1.33 -0.23 0.36
H -1.94438 -0.13660 0.55066 -1.46 -0.35 -0.69 0.35



[4]
12
Properties=species:S:1:pos:R:3:forces:R:3:nbo_charge:R:1 method="wB97M-V/def2-TZVPD" homo_lumo_gap_ev="7.30 / 7.26"
C 1.66296 -0.52729 0.42005 -0.33 0.42 0.74 -0.37
C -0.84017 -0.93171 0.07296 0.47 -1.05 -1.05 0.69
C -0.51699 0.37764 0.56892 2.13 -0.36 -1.49 -0.05
N -0.66368 1.55735 -0.14335 -0.99 -1.77 -0.27 -0.79
O -1.16157 -0.99812 -1.25051 -0.54 -2.83 1.11 -0.68
O -0.70265 -1.98357 0.65184 -0.55 0.30 0.63 -0.59
S 2.90693 0.13066 -0.35432 -1.71 -0.84 0.86 0.11
H 1.56901 -1.40285 1.19209 0.19 1.36 -1.61 0.22
H -0.24837 0.42662 1.57014 -0.08 0.32 1.73 0.22
H -1.13063 -0.21420 -1.71709 0.17 2.52 -1.35 0.46
H -0.98221 1.42950 -1.13390 1.10 0.95 1.55 0.38
H 0.10736 2.13597 0.12317 0.15 0.98 -0.85 0.40



[5]
12
Properties=species:S:1:pos:R:3:forces:R:3:nbo_charge:R:1 method="wB97M-V/def2-TZVPD" smiles="NC(=O)COC=O" homo_lumo_gap_ev=11.04
N -1.67819 -0.78365 0.29076 0.24 -0.12 0.08 -0.81
C -0.46259 -0.40369 0.79184 -0.08 0.04 -0.25 0.65
O 0.24384 -1.13046 1.45433 -0.25 0.07 0.04 -0.59
C 0.01871 1.01178 0.44339 -0.06 0.09 0.10 -0.18
O 1.37907 0.88216 0.02174 0.07 0.04 -0.12 -0.48
C 1.54548 0.04240 -1.00603 -0.09 -0.22 -0.12 0.65
O 0.65704 -0.36149 -1.71031 0.33 0.12 0.21 -0.59
H -1.99776 -0.34601 -0.56394 0.14 -0.04 0.20 0.40
H -1.77762 -1.79097 0.32030 -0.27 0.14 0.01 0.40
H -0.59814 1.51624 -0.31057 0.18 -0.21 0.09 0.20
H 0.07188 1.62637 1.34296 -0.13 -0.12 -0.07 0.23
H 2.59826 -0.26267 -1.07448 -0.08 0.22 -0.18 0.14



[6]
12
Properties=species:S:1:pos:R:3:forces:R:3:nbo_charge:R:1 method="wB97M-V/def2-TZVPD" homo_lumo_gap_ev="7.98 / 7.98"
C 0.03602 0.35417 1.19558 -1.83 0.19 0.46 -0.58
N 0.16307 -0.30903 -0.08282 -0.99 1.02 -1.27 -0.11
C 1.49618 -0.03782 -0.61749 0.23 0.43 -0.39 0.56
C -1.18427 0.55375 -0.42242 1.21 -0.66 0.51 0.44
O -0.14969 -1.67631 -0.06442 0.46 0.84 0.04 -0.52
O 1.73929 0.97630 -1.20445 -0.26 -0.98 0.47 -0.48
O -2.11307 -0.11850 -0.78932 -0.39 -0.49 0.37 -0.63
H -1.06373 -1.69175 -0.42861 -0.13 0.29 -0.09 0.51
H 2.18024 -0.83164 -0.29651 0.23 0.04 -0.12 0.15
H 0.30946 1.39780 1.21689 0.26 -0.31 0.08 0.23
H -0.31996 -0.25330 2.01215 0.42 0.04 0.01 0.24
H -1.09354 1.63633 -0.51858 0.79 -0.40 -0.07 0.20



[7]
12
Properties=species:S:1:pos:R:3:forces:R:3:nbo_charge:R:1 method="wB97M-V/def2-TZVPD" smiles="CON(C=O)C=O" homo_lumo_gap_ev=11.32
C -1.24047 1.13184 -0.16883 0.15 0.43 -0.26 0.52
C 1.20223 1.16354 -0.16566 -0.15 0.38 -0.27 0.52
C 0.02823 -1.73059 0.23422 0.01 -0.22 -0.49 -0.26
N -0.01284 0.61691 0.19270 0.02 -1.29 0.49 -0.22
O -2.29162 0.62400 0.07514 -0.31 -0.18 0.10 -0.53
O 2.26430 0.68030 0.08182 0.32 -0.16 0.10 -0.53
O 0.00166 -0.52834 0.98448 -0.02 1.07 0.13 -0.33
H -1.11902 2.07762 -0.72607 -0.05 -0.05 0.04 0.12
H 1.06099 2.10360 -0.72705 0.04 -0.04 0.05 0.12
H 0.04871 -2.51391 0.98774 0.00 -0.01 -0.04 0.21
H 0.92639 -1.79147 -0.38603 -0.04 0.03 0.07 0.19
H -0.86855 -1.83349 -0.38245 0.03 0.04 0.07 0.19



[8]
12
Properties=species:S:1:pos:R:3:forces:R:3:nbo_charge:R:1 method="wB97M-V/def2-TZVPD" smiles="CNC(=O)C(=O)O" homo_lumo_gap_ev=10.58
C 0.83578 -1.81410 0.48138 0.19 -0.11 -0.10 -0.43
N 0.54368 -0.48622 -0.01096 0.59 0.62 -0.45 -0.60
C -0.50387 1.64392 -0.32970 -0.74 0.03 1.14 0.70
C -0.54926 0.19923 0.34453 0.22 1.23 -0.87 0.60
O -1.42943 1.75563 -1.28078 -0.33 -0.21 -0.39 -0.67
O 0.16545 2.56199 0.06519 0.19 -0.47 -0.20 -0.57
O -1.45178 -0.15578 1.05552 -0.21 0.01 0.12 -0.58
H -1.51115 2.67837 -1.58003 0.27 -0.15 0.21 0.50
H 1.19656 0.07104 -0.57607 -0.19 -0.94 0.53 0.40
H 0.80787 -2.53815 -0.33394 0.01 -0.03 0.06 0.20
H 1.82086 -1.83992 0.94894 -0.07 -0.02 0.02 0.20
H 0.07529 -2.07600 1.21592 0.07 0.05 -0.06 0.24



[9]
13
Properties=species:S:1:pos:R:3:forces:R:3:nbo_charge:R:1 method="wB97M-V/def2-TZVPD" total_charge=-1 homo_lumo_gap_ev=7.87
C -1.64935 0.51894 1.52272 -0.89 1.47 -1.34 0.76
C -0.58476 -1.64356 1.07729 0.56 0.58 -1.09 -0.64
C -0.66237 -0.14901 0.79294 -0.16 -1.80 -1.77 -0.10
N 0.23781 0.22482 -1.79787 0.85 1.33 0.49 -1.37
O -2.80556 0.84468 1.63498 1.26 -0.07 1.04 -0.58
O -0.38448 0.80257 1.93186 -1.04 -0.12 1.24 -0.50
O 0.26418 2.02673 -3.67409 0.34 0.48 0.61 -1.15
P 0.46849 1.76752 -2.19221 -0.67 -1.61 -1.38 1.27
H -1.04612 -2.39079 0.42295 -0.73 0.97 -0.41 0.23
H 0.40626 -2.00642 1.03173 1.49 -0.09 0.52 0.21
H -1.01368 -1.72013 2.01638 -0.55 -0.95 2.14 0.20
H -0.27741 0.18263 -0.21693 -0.28 -0.20 0.65 0.31
H 0.10726 -0.53029 -2.44564 -0.18 0.01 -0.70 0.36



[10]
13
Properties=species:S:1:pos:R:3:forces:R:3:nbo_charge:R:1 method="wB97M-V/def2-TZVPD" smiles="O=C1O[C@H]1NCSO" homo_lumo_gap_ev=9.74
C -0.50467 1.51774 1.08975 0.36 -0.77 -1.30 0.77
C 0.27350 -1.29866 0.24386 -0.55 -0.39 -0.81 -0.36
C 0.55634 1.11176 0.17243 0.04 -0.54 -0.24 0.10
N 1.11997 -0.15690 0.26837 0.22 0.57 -0.07 -0.63
O -1.64388 1.48487 1.39077 -0.72 0.26 0.66 -0.54
O 0.66469 1.94320 1.44762 0.32 0.95 1.10 -0.46
O -1.10131 -0.42541 -1.90933 0.13 0.24 -0.08 -0.86
S -0.26694 -1.78465 -1.46458 0.13 -0.12 0.54 0.45
H 0.80359 -2.17879 0.60862 -0.10 -0.04 0.09 0.22
H -0.62256 -1.11509 0.83574 0.10 -0.08 0.08 0.22
H 0.77318 1.73646 -0.68451 0.13 -0.03 -0.01 0.20
H -2.04760 -0.55588 -1.78154 -0.01 -0.10 0.15 0.49
H 1.99568 -0.27864 -0.21721 -0.06 0.05 -0.10 0.39



[11]
13
Properties=species:S:1:pos:R:3:forces:R:3:nbo_charge:R:1 method="wB97M-V/def2-TZVPD" smiles="C=CC(O)(O)[N+](=O)[O-]" homo_lumo_gap_ev=10.12
C 1.54158 -1.20259 -0.01591 0.88 1.99 -1.02 -0.39
C 1.09110 -0.08453 -0.63841 -2.41 -0.83 2.58 -0.21
C -0.34370 0.72049 0.01891 4.26 -2.27 -2.22 0.59
N -1.39311 -0.27771 -0.23684 -1.07 -2.56 1.70 0.48
O -1.41358 -1.17262 0.65297 -0.67 1.02 -1.73 -0.44
O -2.10064 -0.21984 -1.20366 0.19 -0.04 0.10 -0.31
O -0.13810 0.80862 1.32942 0.33 1.82 1.59 -0.71
O -0.57985 1.87090 -0.63075 -0.13 0.31 0.17 -0.65
H 2.58283 -1.46365 -0.33235 -1.17 -0.39 0.27 0.21
H 1.09902 -1.71077 0.84694 0.05 0.35 -0.46 0.22
H 1.59634 0.31115 -1.48697 0.09 0.64 -0.44 0.21
H -0.59965 0.16767 1.87223 -0.28 -0.56 -0.34 0.52
H -1.34223 2.25286 -0.17557 -0.06 0.52 -0.19 0.48



[12]
13
Properties=species:S:1:pos:R:3:forces:R:3:nbo_charge:R:1 method="wB97M-V/def2-TZVPD" homo_lumo_gap_ev=10.29
C 0.97330 0.87342 -0.36374 0.21 0.31 -0.04 -0.17
N -0.95871 -0.10116 0.89216 -1.30 -0.19 0.74 -0.35
C 0.35233 0.25711 0.87762 0.10 0.85 -0.10 0.61
C 0.80597 -2.07142 0.05734 0.08 -0.84 -0.89 0.48
O -1.78635 -0.30254 -0.22399 0.38 -0.11 -0.03 -0.56
O 0.47352 0.50155 -1.61402 -0.37 0.18 -0.34 -0.70
O 0.95102 0.21194 1.92801 0.26 0.04 0.17 -0.59
O 0.57743 -2.10250 -1.04792 0.15 -0.29 0.62 -0.48
H -2.60106 0.19289 -0.05673 0.27 0.15 0.15 0.48
H -0.48997 0.58172 -1.60947 0.22 -0.10 -0.02 0.48
H -1.23857 -0.61634 1.73003 0.08 0.10 -0.51 0.39
H 0.90723 1.96338 -0.21542 0.04 -0.12 0.09 0.19
H 2.03384 0.61195 -0.35387 -0.13 0.03 0.14 0.22



[13]
14
Properties=species:S:1:pos:R:3:forces:R:3:nbo_charge:R:1 method="wB97M-V/def2-TZVPD" homo_lumo_gap_ev=10.65
C 2.18183 1.14081 1.33655 -10.38 -3.61 1.11 -0.23
C -3.78263 1.18633 -0.31405 0.32 0.71 -0.79 1.05
C 0.91051 0.73312 1.48528 10.82 3.51 -1.25 -0.26
N -0.63231 -0.67129 -0.86999 -0.61 -0.02 0.67 -1.03
O -2.98804 1.36205 -1.11766 1.94 -0.04 -1.67 -0.56
O -4.63234 1.14966 0.42589 -2.54 -0.40 2.30 -0.49
O -2.23878 -0.08736 1.24443 0.49 1.23 1.07 -0.97
O -3.33467 -1.55962 -0.24839 -1.20 -0.56 -1.50 -0.92
S -2.22500 -1.36492 0.60795 0.94 -1.12 1.10 1.72
H 3.22315 1.09273 1.17977 0.58 0.23 0.00 0.24
H -0.13051 0.63556 1.54171 -1.03 -0.08 0.37 0.24
H 0.20367 -1.20450 -0.99826 0.31 -0.14 -0.32 0.40
H -0.46583 0.23053 -0.44724 0.16 0.09 -0.48 0.41
H -1.27745 -0.64172 -1.63654 0.20 0.19 -0.62 0.41



[14]
19
Properties=species:S:1:pos:R:3:forces:R:3:nbo_charge:R:1 method="wB97M-V/def2-TZVPD" total_charge=-2 smiles="O=C([O-])C[NH2+]S1(=O)([O-])O[C@H]1S(=O)(=O)[O-]" homo_lumo_gap_ev=7.25
C 2.67401 0.08470 -1.37563 -2.31 1.10 -1.31 0.79
C 1.18917 0.94575 -1.47783 2.69 -2.18 2.91 -0.36
C -2.56645 0.00576 0.49848 0.20 0.06 -2.28 -0.29
N 0.09054 0.26029 -0.77710 -1.67 -0.91 -0.47 -0.83
O 3.27637 0.34716 -0.33575 0.67 -0.40 0.73 -0.78
O -3.22514 -1.35497 -2.10155 -0.09 0.64 1.11 -0.99
O -0.73353 2.24359 0.79213 -1.85 -1.74 0.03 -0.93
O 2.95295 -0.55341 -2.40401 0.37 -0.24 0.31 -0.78
O -1.53408 -2.02808 -0.51294 1.36 -0.42 0.13 -1.05
O -3.86325 -2.44261 0.01137 0.44 1.18 -0.13 -1.02
O -3.21375 1.12552 0.87850 -0.98 1.80 -0.57 -0.76
O -1.86207 1.89814 -1.32428 -1.61 0.53 -1.38 -0.93
S -2.89848 -1.56924 -0.68712 -1.40 -0.14 -0.48 2.30
S -1.57673 1.36736 -0.04900 2.85 -0.43 1.04 2.22
H 1.10549 1.17518 -2.45333 -1.19 0.53 -3.31 0.19
H 1.55609 1.79334 -0.91553 -0.86 0.48 0.32 0.20
H -2.28892 -0.59731 1.28231 1.25 -1.45 1.97 0.18
H 0.53245 0.05809 0.08783 0.21 -0.64 1.19 0.38
H -0.43999 -0.68697 -1.07658 1.91 2.23 0.17 0.46



[15]
11
Properties=species:S:1:pos:R:3:forces:R:3:nbo_charge:R:1 method="wB97M-V/def2-TZVPD" homo_lumo_gap_ev="7.98 / 7.23"
C 1.07544 -0.15467 -0.29928 1.29 -0.50 1.22 -0.26
C 0.19369 2.10653 0.21838 1.60 -2.65 -0.73 0.08
C 0.00775 -1.18467 0.15476 -0.96 -2.66 -1.76 -0.59
N 0.15208 0.97323 -0.29833 0.66 3.61 1.47 -0.47
O -2.55381 -0.22299 0.59963 -1.42 0.50 1.92 -0.88
S -1.69172 -0.39675 -0.54113 3.16 -1.56 -1.43 1.03
H 1.34359 -0.23597 -1.37025 0.05 -0.58 0.65 0.22
H -0.58662 2.80926 0.25965 -1.23 0.76 -0.07 0.18
H 0.12851 -2.27637 -0.31493 -0.14 2.37 1.07 0.22
H -0.27632 -1.29653 1.22296 0.70 0.43 -0.57 0.25
H 2.20741 -0.12109 0.36853 -3.71 0.27 -1.77 0.22



[16]
11
Properties=species:S:1:pos:R:3:forces:R:3:nbo_charge:R:1 method="wB97M-V/def2-TZVPD" smiles="C=C(C)[N+]([O-])=S" homo_lumo_gap_ev="7.09 / 7.07"
C 1.29504 -0.38808 -0.62367 1.82 -1.11 -1.29 -0.30
C 0.04654 -0.06563 -0.86015 -0.76 1.19 -0.21 0.08
C -0.97937 0.03813 0.16342 2.26 -1.82 4.12 -0.62
N -0.38171 0.35258 -2.10260 -6.48 1.41 -2.47 -0.21
O -1.97992 0.62914 -2.19148 6.16 -1.08 0.49 -0.48
S 0.44101 0.59443 -3.40310 0.32 0.02 -0.30 0.39
H 2.05338 -0.55641 -1.43458 -0.86 0.54 1.02 0.23
H 1.52860 -0.64945 0.38523 0.43 -0.15 0.33 0.21
H -1.09526 1.02127 0.64653 0.17 -0.27 -0.47 0.24
H -0.38894 -0.69146 0.93483 -2.32 1.74 -0.81 0.19
H -1.93248 -0.34847 -0.07510 -0.73 -0.48 -0.41 0.26



[17]
11
Properties=species:S:1:pos:R:3:forces:R:3:nbo_charge:R:1 method="wB97M-V/def2-TZVPD" smiles="C1=NOCCS1" homo_lumo_gap_ev=9.62
C 0.13473 -1.38402 -0.00560 1.21 -0.20 0.17 -0.58
C -0.11765 -0.66597 1.29471 -0.36 -0.06 0.92 -0.11
C -0.06308 1.19052 -0.60358 -0.07 0.22 -0.63 -0.16
H -0.34994 -2.36481 -0.04015 0.10 0.22 0.03 0.24
H 1.25040 -1.50404 -0.04665 -1.00 -0.10 -0.39 0.23
H -1.18014 -0.40716 1.41630 0.19 0.00 -0.10 0.18
H 0.17408 -1.30159 2.14228 -0.01 0.22 -0.22 0.21
H -0.19158 2.03404 -1.29769 -0.01 -0.35 0.45 0.22
N 0.43616 1.49859 0.52717 -0.14 0.29 -0.72 -0.12
O 0.67475 0.51399 1.44747 -0.20 -0.77 0.18 -0.36
S -0.49237 -0.36885 -1.34733 0.30 0.52 0.32 0.25



[18]
11
Properties=species:S:1:pos:R:3:forces:R:3:nbo_charge:R:1 method="wB97M-V/def2-TZVPD" homo_lumo_gap_ev="8.30 / 8.01"
C -1.17485 -0.00862 -2.04471 -0.09 -0.12 -3.17 0.12
C -1.63012 1.15397 -1.58927 -0.18 1.79 -0.66 -0.53
C 0.60334 -0.87000 1.93989 0.81 -3.20 1.73 -0.50
N -1.44629 -0.66742 0.11407 -0.11 -0.27 -0.26 -0.32
O -1.09412 -1.00982 -1.20933 0.16 -1.11 1.80 -0.30
S -1.85644 0.95029 0.13279 -0.19 0.26 -0.19 0.54
H -0.94407 -0.40316 -3.08560 -0.29 1.19 1.35 0.23
H -1.84011 2.12591 -2.15306 0.47 -1.80 1.01 0.27
H 0.65120 0.01746 1.40851 0.65 1.11 -1.09 0.17
H -0.05743 -0.91350 2.77765 -0.59 0.28 0.28 0.15
H 1.25755 -1.80554 1.96730 -0.64 1.87 -0.82 0.18



[19]
11
Properties=species:S:1:pos:R:3:forces:R:3:nbo_charge:R:1 method="wB97M-V/def2-TZVPD" homo_lumo_gap_ev="7.65 / 7.67"
C -3.61635 0.69627 -0.10710 -0.26 -0.08 0.37 -0.03
C 0.46910 -1.22931 0.22272 -2.52 -1.65 0.02 -0.65
C -0.14337 -0.07582 -0.54342 1.25 -1.70 0.87 -0.08
N -4.14562 1.58772 -0.58379 -0.85 1.38 -0.78 -0.25
O -1.41919 -0.24915 -0.95383 -3.19 -0.94 1.37 -0.48
S -2.89674 -0.56360 0.62407 3.20 -0.53 -1.84 0.45
H -0.12764 -1.69387 1.03988 0.77 1.56 0.88 0.22
H 0.25332 -2.09593 -0.34415 0.23 -1.05 -1.74 0.21
H 1.51556 -1.18930 0.24161 1.42 0.24 0.96 0.22
H 0.47274 -0.19524 -1.44922 -0.34 1.05 -0.34 0.23
H -0.00018 0.79684 0.02430 0.31 1.73 0.22 0.17



[20]
11
Properties=species:S:1:pos:R:3:forces:R:3:nbo_charge:R:1 method="wB97M-V/def2-TZVPD" homo_lumo_gap_ev=6.31
C 0.34620 -1.32215 -0.19216 1.56 1.32 1.31 0.54
C 0.20527 0.22377 -0.35892 0.33 -1.62 4.43 -0.46
C -1.17318 0.58043 0.25006 0.07 0.37 -0.98 -0.58
N 1.49320 -1.88897 -0.02096 -0.30 -0.98 -1.54 -0.68
O -0.65531 -2.01715 0.21581 -4.06 1.21 -0.64 -0.49
S -2.56733 -0.51738 -0.03444 3.04 -2.02 -0.47 0.36
H 1.06913 0.65233 0.32374 -1.83 -0.71 -1.33 0.25
H 0.36381 0.60370 -1.29783 0.20 0.50 -2.47 0.23
H -1.17156 0.64840 1.30121 0.60 0.41 1.18 0.22
H -1.45705 1.52710 -0.18781 -0.33 0.56 0.06 0.25
H 1.26118 -2.91560 0.00548 0.71 0.97 0.45 0.34